Entry 1:
The following is a quantum chemistry calculation of 5 unconnected molecules or ions with the total composition C17H29BBrNO4 at a distorted geometry, from the OMol25 dataset.

Values from the calculation:
- gap between HOMO and LUMO (eV) = 9.57
- E_HOMO (Ha) = -0.341
- lowest unoccupied orbital energy (eV) = 0.3
- SMILES string = BrBc1ccncc1.CC(C)=O.CC(C)=O.CC(C)=O.CC(C)=O

```
53
C17H29BBrNO4 (ωB97M-V/def2-TZVPD)
Br 1.5950 6.2247 -3.6278
B 0.8738 6.3965 -5.4059
C 1.4304 5.6450 -6.6435
C 2.1963 6.2891 -7.5865
C 2.6261 5.5872 -8.6721
N 2.3578 4.3138 -8.9147
C 1.6323 3.7181 -7.9800
C 1.1451 4.3168 -6.8557
H -0.0672 7.1124 -5.5188
H 2.4644 7.3301 -7.4841
H 3.2186 6.1159 -9.4130
H 1.3834 2.6739 -8.1385
H 0.5490 3.7512 -6.1532
C -2.1955 1.9386 -5.3434
C -0.8883 1.2110 -5.1288
C -0.9478 -0.0892 -4.3783
O 0.1565 1.6645 -5.5457
H -2.0144 2.8591 -5.8960
H -2.8805 1.3124 -5.9165
H -2.6462 2.1862 -4.3812
H -1.5812 -0.7985 -4.9163
H -1.3426 0.0745 -3.3757
H 0.0534 -0.5038 -4.2933
C -0.3842 -2.0667 0.2629
C -1.0394 -0.9061 -0.4325
C -1.9951 -0.0735 0.3858
O -0.8126 -0.6459 -1.5954
H 0.2757 -2.5792 -0.4348
H 0.2019 -1.7083 1.1088
H -1.1426 -2.7689 0.6135
H -1.4712 0.3607 1.2386
H -2.8192 -0.6938 0.7414
H -2.3969 0.7293 -0.2296
C 0.9605 -3.0784 5.1145
C 0.3071 -1.9227 4.4040
C -0.6529 -1.0824 5.2090
O 0.5402 -1.6768 3.2410
H 1.6238 -3.5980 4.4255
H 1.5417 -2.7147 5.9613
H 0.1999 -3.7758 5.4681
H -0.1352 -0.6385 6.0603
H -1.4786 -1.6992 5.5670
H -1.0515 -0.2868 4.5825
C 1.2739 -5.6422 8.8135
C 0.5233 -4.3344 8.7562
C -0.8906 -4.3314 9.2844
O 1.0318 -3.3336 8.3066
H 2.2723 -5.5041 8.4041
H 1.3590 -5.9792 9.8476
H 0.7517 -6.3990 8.2259
H -0.8962 -4.6133 10.3382
H -1.5033 -5.0335 8.7166
H -1.3118 -3.3333 9.1841
```

Entry 2:
The following is a quantum chemistry calculation of a molecular structure, C45H90NO13Rb2 at a distorted geometry, from the OMol25 dataset.

Values from the calculation:
- gap between HOMO and LUMO (eV) = 5.67
- E_HOMO (Ha) = -0.319
- lowest unoccupied orbital energy (eV) = -3.0
- charge = +1
- relative energy (zero: lowest compared OMol25 entry of this formula, charge and spin) (kJ/mol) = 237.0

```
151
C45H90NO13Rb2 (ωB97M-V/def2-TZVPD)
Rb 2.1127 0.4842 -4.0218
Rb 0.9707 -3.8232 -0.4345
C -1.5501 -1.7954 0.1414
C -0.8645 -0.4498 0.3203
C -0.8407 -0.2066 1.7979
C 0.0711 0.9612 2.2925
C 1.4301 0.7015 1.7049
C 1.4682 0.4682 0.1488
N 0.4649 -0.5029 -0.3155
O 0.4332 -0.7782 -1.7693
C 2.8911 -0.2159 -0.0672
C 1.4511 1.8755 -0.5233
C -1.8255 0.6015 -0.3485
H -1.1791 -2.6165 0.7549
H -1.4600 -2.2615 -0.8398
H -2.6011 -1.6304 0.3786
H -0.4909 -1.1336 2.2523
H -1.8529 0.0675 2.0954
H 0.1535 0.8736 3.3759
H -0.3986 1.8977 1.9919
H 1.8789 -0.0410 2.3648
H 2.0096 1.6013 1.9118
H 3.0589 -1.0351 0.6319
H 3.5832 0.5432 0.2974
H 3.1007 -0.6052 -1.0635
H 2.3172 2.4679 -0.2285
H 0.6089 2.5022 -0.2300
H 1.5210 1.7683 -1.6058
H -1.9747 0.4323 -1.4149
H -1.2970 1.5540 -0.3099
H -2.8252 0.6460 0.0837
C 4.3054 -1.8570 4.8123
C 5.1511 -2.5511 3.8077
O 6.3812 -2.6562 4.0110
C 4.5163 -3.0138 2.3783
H 3.3284 -1.6344 4.3835
H 4.6855 -0.9094 5.1938
H 4.1305 -2.6164 5.5745
H 4.2980 -2.1183 1.7965
H 3.6627 -3.6820 2.4924
H 5.3899 -3.3919 1.8474
C 0.4256 -0.8498 8.4468
C 1.2854 -1.0722 7.2337
O 2.2881 -1.8179 7.2312
C 0.9655 -0.3051 5.9729
H -0.5380 -0.4917 8.0844
H 0.8521 -0.0840 9.0946
H 0.1575 -1.7270 9.0357
H 1.1281 0.7705 6.0422
H -0.0552 -0.3773 5.5973
H 1.6287 -0.6060 5.1618
C -3.7018 3.5235 -0.7027
C -3.0055 4.2928 0.3407
O -3.5519 4.8278 1.2705
C -1.5053 4.3678 0.2038
H -3.3656 3.8790 -1.6767
H -4.7111 3.8961 -0.5280
H -3.5457 2.4661 -0.4888
H -1.1140 5.3010 -0.2013
H -1.1696 3.6295 -0.5244
H -1.0402 4.1673 1.1690
C 5.1058 2.9323 -1.3373
C 6.4249 2.2936 -1.0096
O 6.9754 2.3938 0.0588
C 7.1604 1.7596 -2.1458
H 5.1257 3.5235 -2.2529
H 4.8488 3.6412 -0.5502
H 4.3005 2.2056 -1.4443
H 7.8118 2.5594 -2.4980
H 6.7151 1.3984 -3.0729
H 7.7481 0.8824 -1.8755
C 1.1532 -5.3927 4.2335
C 0.2978 -4.4269 3.4198
O 0.7614 -3.6510 2.6062
C -1.1973 -4.4108 3.6888
H 0.7451 -6.3948 4.1018
H 1.2742 -5.1591 5.2913
H 2.1689 -5.3745 3.8383
H -1.6205 -5.0149 2.8862
H -1.6256 -3.4085 3.6882
H -1.4437 -4.9226 4.6191
C -1.7508 -5.2644 -4.8425
C -1.0096 -4.3513 -3.8534
O -0.8884 -4.5870 -2.6686
C -0.4835 -3.0646 -4.4239
H -1.0252 -5.7003 -5.5293
H -2.4540 -4.6622 -5.4177
H -2.0732 -5.9749 -4.0814
H -1.1745 -2.8085 -5.2271
H 0.4490 -3.3112 -4.9316
H -0.5861 -2.2698 -3.6852
C -4.7664 -4.9648 -2.7999
C -5.1658 -4.8975 -1.3147
O -5.9840 -5.7345 -0.9191
C -4.5855 -3.7799 -0.4622
H -5.0269 -4.0566 -3.3433
H -5.3291 -5.7628 -3.2844
H -3.7328 -5.3000 -2.8872
H -3.5501 -3.9191 -0.1512
H -5.1589 -3.6426 0.4545
H -4.5829 -2.8761 -1.0714
C -1.6227 3.1323 -6.2653
C -1.6345 2.3867 -5.0098
O -0.5828 1.8009 -4.6859
C -2.8021 2.5513 -4.0878
H -0.9353 2.7930 -7.0402
H -1.2722 4.1581 -6.1515
H -2.6464 3.0775 -6.6357
H -3.8281 2.6654 -4.4379
H -2.4950 3.3444 -3.4061
H -2.7862 1.7170 -3.3866
C 5.0370 1.6817 3.3210
C 5.6452 3.0036 3.1027
O 4.8843 4.0313 2.9335
C 7.1056 3.1959 3.3810
H 5.3677 1.1339 4.2034
H 5.2518 1.1800 2.3775
H 3.9657 1.8740 3.3803
H 7.6962 3.4962 2.5155
H 7.2907 2.2801 3.9423
H 7.3617 4.0348 4.0282
C -7.1944 0.0286 2.0501
C -5.9728 0.4641 1.3250
O -5.6607 0.0715 0.1922
C -4.9971 1.3194 2.1144
H -7.9485 -0.1399 1.2813
H -7.4671 0.7699 2.8013
H -6.9313 -0.8733 2.6028
H -5.4202 1.6321 3.0690
H -4.6077 2.0967 1.4568
H -4.1593 0.6696 2.3671
C -3.0665 -1.5297 -3.2521
C -3.8369 -1.0244 -4.4461
O -5.0612 -1.0684 -4.3488
C -3.0718 -0.6723 -5.6382
H -2.8571 -2.5990 -3.2254
H -3.6815 -1.2895 -2.3847
H -2.1015 -1.0719 -3.0348
H -3.2116 -1.5122 -6.3187
H -2.0056 -0.4821 -5.5155
H -3.5056 0.2712 -5.9694
C 2.5026 5.2705 -3.7431
C 1.0365 5.4634 -3.9964
O 0.6401 5.8966 -5.0731
C 0.1100 4.8650 -3.0172
H 3.0935 5.8217 -4.4746
H 2.6734 4.2156 -3.9580
H 2.8454 5.4796 -2.7298
H -0.6781 4.4853 -3.6674
H -0.3370 5.6555 -2.4144
H 0.3794 4.0313 -2.3688
```

Entry 3:
The following is a quantum chemistry calculation of 2 unconnected molecules or ions with the total composition C14H16, from the OMol25 dataset.

Values from the calculation:
- gap between HOMO and LUMO (eV) = 9.73
- E_HOMO (Ha) = -0.322
- lowest unoccupied orbital energy (eV) = 1.0
- SMILES string = Cc1ccccc1.Cc1ccccc1
- relative energy (zero: lowest compared OMol25 entry of this formula, charge and spin) (kJ/mol) = 20.7

```
30
C14H16 (ωB97M-V/def2-TZVPD)
C 3.7181 -1.3004 -3.0790
C 2.6292 -1.0596 -2.0759
C 2.9071 -0.5794 -0.8044
C 1.8933 -0.3079 0.0925
C 0.5810 -0.4890 -0.2982
C 0.2739 -0.9547 -1.5778
C 1.2981 -1.2765 -2.4430
H 3.9301 -0.3698 -3.6113
H 3.4266 -2.0034 -3.8526
H 4.6774 -1.5507 -2.6335
H 3.9479 -0.4848 -0.5297
H 2.0658 -0.0468 1.1263
H -0.2481 -0.4075 0.3859
H -0.7510 -1.1324 -1.8724
H 1.0757 -1.7125 -3.4148
C -3.2025 1.2645 -0.2389
C -2.4848 1.0350 1.0625
C -1.4424 1.8911 1.4395
C -0.6517 1.5912 2.5275
C -0.9447 0.4910 3.3215
C -2.0761 -0.2595 3.0569
C -2.8221 -0.0077 1.9088
H -3.3966 0.3140 -0.7365
H -2.5946 1.8416 -0.9311
H -4.1699 1.7626 -0.1467
H -1.3314 2.8300 0.9176
H 0.1664 2.2535 2.7898
H -0.3792 0.3024 4.2280
H -2.4174 -1.0166 3.7461
H -3.6780 -0.6178 1.6429
```

Entry 4:
The following is a quantum chemistry calculation of C5H11NO in the gas phase, from the OMol25 dataset.

Values from the calculation:
- gap between HOMO and LUMO (eV) = 9.41
- E_HOMO (Ha) = -0.306
- lowest unoccupied orbital energy (eV) = 1.1
- relative energy (zero: lowest compared OMol25 entry of this formula, charge and spin) (kJ/mol) = 387.0

```
18
C5H11NO (ωB97M-V/def2-TZVPD)
C -2.9973 1.7560 -0.3046
O -1.8788 0.9824 -0.7578
C -0.9572 0.7330 0.1346
C 1.0407 -0.9285 1.4748
N 1.2950 -0.2345 0.2281
C 2.3559 -0.8748 -0.5195
C 0.0915 -0.0990 -0.5672
H -3.0631 2.6475 -0.9325
H -2.8474 2.0232 0.7439
H -3.8988 1.1518 -0.4307
H 0.2477 -0.4079 2.0169
H 1.9482 -0.9219 2.0870
H 0.7347 -1.9844 1.3216
H 2.1130 -1.9128 -0.8253
H 3.2634 -0.9088 0.0924
H 2.5796 -0.2960 -1.4223
H -0.3759 -1.0843 -0.8054
H 0.3487 0.3590 -1.5338
```

Entry 5:
The following is a quantum chemistry calculation of 2 unconnected molecules or ions with the total composition ClH4NSi at a distorted geometry, from the OMol25 dataset.

Values from the calculation:
- gap between HOMO and LUMO (spin up / spin down) (eV) = 8.65 / 7.53
- E_HOMO (spin up / spin down) (Ha) = -0.326 / -0.284
- lowest unoccupied orbital energy (spin up / spin down) (eV) = -0.2 / -0.2
- relative energy (zero: lowest compared OMol25 entry of this formula, charge and spin) (kJ/mol) = 360.7

```
7
ClH4NSi (ωB97M-V/def2-TZVPD)
N -0.0776 -1.1961 0.1196
Si 0.8638 0.2366 0.3357
Cl 2.7120 -0.1186 -0.0169
H -0.0904 -1.7638 -0.7854
H -1.0017 -1.2416 0.3420
H 0.4918 0.7073 1.6363
H 0.5126 2.3829 -1.3771
```

Looking at E for the records above, in order, we have -98498.3053, -77533.1059, -14777.5509, -8897.6862, -21953.0860 eV.